Molecular formula: C28H56ClN9O7
Method: DFT, ωB97M-V with the def2-TZVPD basis set

Results
SMILES   CC(=O)N(C)[C@H](C#N)[C@@H](C#N)CCCCl.CNC(C)=O.CNC(C)=O.CNC(C)=O.CNC(C)=O.CNC(C)=O.CNC(C)=O
HOMO level   -8.928 eV
Orbital gap   9.4 eV
ΔE to the lowest compared entry with this formula, charge and spin   0.00 kcal/mol
E_LUMO   0.5 eV

Geometry (Å):
1 C 0.286 0.131 1.687
2 C 0.402 1.681 2.082
3 O 0.792 1.952 3.274
4 N 0.129 2.843 1.200
5 C 0.768 2.715 -0.147
6 C -1.321 3.186 1.103
7 C -1.373 4.775 0.726
8 N -1.301 5.985 0.611
9 C -2.156 3.020 2.477
10 C -3.165 4.298 2.551
11 N -3.888 5.260 2.632
12 C -3.121 1.726 2.368
13 C -4.258 1.853 1.220
14 C -4.342 0.544 0.249
15 Cl -2.711 0.042 -0.428
16 H -0.515 -0.365 2.344
17 H 1.292 -0.358 2.002
18 H 0.156 -0.071 0.563
19 H 0.989 1.640 -0.481
20 H 1.774 3.287 -0.202
21 H 0.080 3.174 -0.964
22 H -1.808 2.622 0.231
23 H -1.531 3.073 3.433
24 H -3.694 1.669 3.376
25 H -2.509 0.744 2.310
26 H -5.304 1.914 1.720
27 H -4.079 2.750 0.488
28 H -4.931 -0.304 0.759
29 H -4.990 0.879 -0.649
30 C -1.990 -2.563 5.135
31 C -0.837 -2.814 4.201
32 O -0.968 -2.791 2.983
33 N 0.383 -3.071 4.748
34 C 0.739 -3.140 6.148
35 H -2.893 -2.374 4.553
36 H -2.161 -3.441 5.763
37 H -1.788 -1.687 5.754
38 H 1.106 -3.228 4.060
39 H 1.513 -2.394 6.341
40 H 1.143 -4.134 6.350
41 H -0.112 -2.955 6.801
42 C 0.737 -3.372 -3.086
43 C 0.788 -2.986 -1.632
44 O 1.472 -2.052 -1.228
45 N 0.043 -3.709 -0.754
46 C -0.823 -4.835 -1.030
47 H 1.381 -2.705 -3.660
48 H 1.095 -4.395 -3.215
49 H -0.283 -3.276 -3.464
50 H 0.129 -3.392 0.204
51 H -1.832 -4.579 -0.698
52 H -0.463 -5.690 -0.454
53 H -0.843 -5.093 -2.087
54 C 2.489 7.295 0.302
55 C 3.143 5.964 0.555
56 O 2.752 4.934 0.019
57 N 4.200 5.925 1.412
58 C 4.804 7.020 2.138
59 H 1.664 7.165 -0.400
60 H 2.089 7.700 1.234
61 H 3.210 7.989 -0.136
62 H 4.585 4.998 1.532
63 H 5.855 7.085 1.847
64 H 4.743 6.798 3.206
65 H 4.313 7.970 1.937
66 C 3.413 0.064 -3.203
67 C 4.564 -0.187 -4.139
68 O 4.432 -0.164 -5.356
69 N 5.784 -0.448 -3.592
70 C 6.141 -0.519 -2.193
71 H 2.509 0.256 -3.783
72 H 3.240 -0.814 -2.576
73 H 3.618 0.940 -2.583
74 H 6.507 -0.606 -4.281
75 H 6.917 0.225 -1.999
76 H 6.543 -1.514 -1.992
77 H 5.290 -0.333 -1.539
78 C -5.733 4.924 -2.656
79 C -5.870 3.658 -1.855
80 O -5.310 3.508 -0.775
81 N -6.644 2.661 -2.365
82 C -7.379 2.646 -3.611
83 H -5.087 5.622 -2.123
84 H -5.280 4.707 -3.626
85 H -6.711 5.391 -2.790
86 H -6.688 1.844 -1.772
87 H -8.435 2.490 -3.383
88 H -7.015 1.811 -4.212
89 H -7.263 3.573 -4.170
90 C 1.602 -8.393 -0.487
91 C 1.432 -7.982 -1.925
92 O 0.381 -7.515 -2.348
93 N 2.491 -8.143 -2.764
94 C 3.803 -8.671 -2.459
95 H 0.674 -8.206 0.056
96 H 1.828 -9.460 -0.426
97 H 2.399 -7.809 -0.022
98 H 2.301 -7.845 -3.711
99 H 4.544 -7.903 -2.694
100 H 3.977 -9.542 -3.095
101 H 3.900 -8.960 -1.415

Molecular formula: C5H11N3OS
Method: DFT, ωB97M-V with the def2-TZVPD basis set

Results
SMILES   CC(C)N=C(N)N.O=C=S
HOMO level   -9.030 eV
Orbital gap   9.7 eV
ΔE to the lowest compared entry with this formula, charge and spin   0.75 kcal/mol
E_LUMO   0.7 eV

Geometry (Å):
1 C -1.263 -0.510 -0.873
2 C 1.197 1.365 -1.668
3 C 0.589 1.224 1.742
4 C 1.394 -1.024 0.968
5 C 0.216 -0.100 0.988
6 N -1.530 -0.022 -2.171
7 N -0.291 0.170 -0.379
8 N -2.084 -1.449 -0.203
9 O 0.976 2.448 -1.238
10 S 1.941 0.446 -2.722
11 H 1.486 1.710 1.319
12 H -0.162 1.892 1.871
13 H 0.743 0.923 2.797
14 H 1.715 -1.268 1.965
15 H 2.145 -0.345 0.523
16 H 1.179 -1.931 0.457
17 H -0.554 -0.613 1.677
18 H -0.834 0.692 -2.378
19 H -1.696 -0.845 -2.749
20 H -2.916 -1.593 -0.700
21 H -2.252 -1.170 0.770

Molecular formula: C29H41F5P2SYb
Method: DFT, ωB97M-V with the def2-TZVPD basis set

Results
Net charge   +1
HOMO level (spin up / spin down)   -9.185 / -9.184 eV
Orbital gap (spin up / spin down)   6.8 / 3.8 eV
2S+1   2
<S²>   0.754
ΔE to the lowest compared entry with this formula, charge and spin   19.99 kcal/mol
E_LUMO (spin up / spin down)   -2.4 / -5.4 eV

Geometry (Å):
1 Yb 0.839 -0.150 0.986
2 C -1.218 -0.734 1.893
3 C -0.835 -1.741 0.960
4 C 0.750 -1.681 2.620
5 C -0.244 -0.715 2.931
6 C 0.384 -2.324 1.399
7 C -2.299 0.267 1.712
8 H -2.591 0.375 0.660
9 H -2.010 1.261 2.087
10 H -3.205 -0.026 2.261
11 C -0.173 0.207 4.095
12 H -1.119 0.747 4.242
13 H 0.640 0.948 3.994
14 H 0.041 -0.358 5.019
15 C 2.067 -1.784 3.289
16 H 2.001 -1.430 4.317
17 H 2.847 -1.185 2.788
18 H 2.399 -2.831 3.301
19 C 1.309 -3.158 0.594
20 H 1.413 -4.139 1.074
21 H 2.334 -2.746 0.530
22 H 0.935 -3.341 -0.420
23 C -1.478 -2.050 -0.336
24 H -1.615 -3.134 -0.439
25 H -0.876 -1.717 -1.203
26 H -2.471 -1.601 -0.406
27 C -0.959 2.457 -2.506
28 C -2.127 1.812 -2.336
29 C -2.494 0.439 -2.816
30 C -1.672 -0.094 -4.013
31 C -0.318 -0.704 -3.849
32 C 0.901 -0.093 -3.796
33 C 1.205 1.290 -3.273
34 C 0.056 2.280 -3.579
35 H -3.541 0.477 -3.161
36 H -1.689 0.696 -4.781
37 H -2.495 -0.315 -2.007
38 H -0.407 1.930 -4.565
39 H -0.671 3.238 -1.786
40 H -2.877 2.258 -1.670
41 H 0.507 3.267 -3.790
42 H 1.456 1.302 -2.195
43 H 1.800 -0.741 -3.930
44 H 2.113 1.664 -3.775
45 H -2.293 -0.879 -4.473
46 H -0.305 -1.794 -4.035
47 P -0.339 1.877 -6.302
48 C -0.617 3.633 -6.564
49 C -1.541 0.907 -7.238
50 P 2.015 -0.248 -6.163
51 C 1.391 1.449 -6.639
52 C 1.181 -1.320 -7.404
53 C 3.681 -0.181 -6.925
54 H 0.203 4.221 -6.127
55 H -1.555 3.920 -6.065
56 H -0.693 3.850 -7.637
57 H -1.590 1.262 -8.274
58 H -2.531 1.019 -6.772
59 H -1.293 -0.161 -7.241
60 H 3.590 0.017 -8.004
61 H 4.187 -1.144 -6.762
62 H 4.265 0.619 -6.447
63 H 2.023 2.162 -6.073
64 H 1.590 1.584 -7.712
65 H 1.667 -2.308 -7.374
66 H 1.294 -0.892 -8.412
67 H 0.121 -1.465 -7.164
68 F 2.203 4.690 5.101
69 C 2.326 3.794 4.108
70 C 1.350 3.700 3.108
71 F 0.206 4.420 3.206
72 C 1.573 2.841 2.045
73 F 0.452 2.413 1.299
74 C 2.786 2.155 1.817
75 S 3.136 1.355 0.353
76 C 3.662 2.144 2.936
77 F 4.667 1.235 2.955
78 C 3.453 2.965 4.045
79 F 4.346 2.985 5.057

Molecular formula: C33H25InN5O3PS4
Method: DFT, ωB97M-V with the def2-TZVPD basis set

Results
HOMO level   -6.638 eV
Orbital gap   5.4 eV
ΔE to the lowest compared entry with this formula, charge and spin   0.00 kcal/mol
E_LUMO   -1.3 eV

Geometry (Å):
1 In -1.631 0.239 0.180
2 O 0.247 -0.172 4.331
3 C 0.695 -1.425 4.184
4 C 1.689 -1.943 5.060
5 C 2.175 -3.206 4.878
6 C 1.661 -4.048 3.861
7 C 0.681 -3.575 3.001
8 C 0.188 -2.259 3.132
9 C -0.765 -1.669 2.210
10 O -1.033 -0.391 2.339
11 N -1.353 -2.457 1.334
12 N -2.287 -1.805 0.688
13 C -3.264 -2.439 0.028
14 C -4.375 -1.712 -0.517
15 C -5.445 -2.388 -1.173
16 C -6.443 -1.642 -1.759
17 C -6.411 -0.250 -1.669
18 C -5.328 0.334 -1.018
19 N -4.406 -0.364 -0.363
20 H -0.327 -0.099 3.448
21 H 2.123 -1.320 5.832
22 H 2.979 -3.591 5.505
23 H 2.057 -5.044 3.740
24 H 0.261 -4.208 2.254
25 H -3.131 -3.541 -0.009
26 H -5.452 -3.473 -1.204
27 H -7.233 -2.127 -2.331
28 H -7.180 0.372 -2.111
29 H -5.232 1.410 -0.984
30 O -1.764 4.114 -5.634
31 C -1.884 3.385 -4.691
32 S -1.709 1.608 -4.697
33 C -1.835 1.359 -2.983
34 C -2.191 2.492 -2.207
35 S -2.760 2.588 -0.538
36 S -2.286 3.998 -3.058
37 S -1.601 -0.326 -2.564
38 N 1.990 0.892 1.001
39 P 1.398 0.031 -0.368
40 C 2.828 -1.007 -0.820
41 C 2.713 -2.319 -1.271
42 C 3.833 -2.989 -1.727
43 C 5.081 -2.412 -1.657
44 C 5.226 -1.116 -1.156
45 C 4.088 -0.403 -0.797
46 C 1.500 1.172 -1.774
47 C 1.468 2.554 -1.590
48 C 1.395 3.394 -2.711
49 C 1.365 2.879 -3.992
50 C 1.460 1.490 -4.165
51 C 1.513 0.646 -3.071
52 C 1.240 1.757 1.797
53 C 1.846 2.333 2.952
54 C 1.073 3.126 3.800
55 C -0.243 3.388 3.438
56 C -0.737 2.865 2.245
57 N -0.012 2.055 1.439
58 H 2.856 0.529 1.434
59 H 1.710 -2.743 -1.353
60 H 3.749 -4.011 -2.109
61 H 5.954 -2.944 -1.984
62 H 6.200 -0.652 -1.042
63 H 4.166 0.645 -0.499
64 H 1.529 2.985 -0.579
65 H 1.385 4.457 -2.539
66 H 1.273 3.530 -4.859
67 H 1.431 1.079 -5.149
68 H 1.478 -0.433 -3.199
69 H 2.894 2.111 3.155
70 H 1.513 3.536 4.698
71 H -0.863 4.004 4.055
72 H -1.728 3.148 1.902

Molecular formula: C7H11ClF7InO7PS2
Method: DFT, ωB97M-V with the def2-TZVPD basis set

Results
Net charge   -1
HOMO level   -6.127 eV
Orbital gap   8.4 eV
E_LUMO   2.3 eV

Geometry (Å):
1 O 3.618 3.740 0.327
2 P 3.284 2.491 1.031
3 O 4.523 1.438 1.144
4 O 3.080 2.810 2.616
5 In 1.205 1.288 0.230
6 C -0.155 2.463 -1.042
7 C -1.372 1.671 -1.590
8 C -2.641 1.823 -0.769
9 C -2.533 1.238 0.633
10 S -4.079 0.592 1.236
11 O -4.820 -0.014 0.174
12 O -3.827 -0.182 2.413
13 Cl -5.119 2.260 1.820
14 S 1.815 -0.837 -1.074
15 O 3.240 -1.097 -1.185
16 O 1.084 -0.775 -2.331
17 C 1.039 -2.284 -0.138
18 F 1.614 -2.300 1.096
19 F -0.285 -1.991 -0.015
20 C 1.165 -3.667 -0.788
21 F 0.601 -3.603 -2.017
22 F 2.465 -3.998 -0.931
23 C 0.436 -4.816 0.007
24 F -0.632 -5.266 -0.683
25 F 1.280 -5.848 0.200
26 F 0.018 -4.393 1.209
27 H 4.829 1.228 0.259
28 H 3.189 1.981 3.089
29 H 0.318 0.771 1.675
30 H 0.363 2.916 -1.875
31 H -0.533 3.265 -0.411
32 H -1.109 0.623 -1.686
33 H -1.620 2.039 -2.579
34 H -2.951 2.860 -0.748
35 H -3.419 1.260 -1.277
36 H -1.896 0.364 0.620
37 H -2.179 1.953 1.360

Molecular formula: C4H11NOS2
Method: DFT, ωB97M-V with the def2-TZVPD basis set

Results
HOMO level   -8.799 eV
Orbital gap   9.4 eV
ΔE to the lowest compared entry with this formula, charge and spin   47.30 kcal/mol
E_LUMO   0.6 eV

Geometry (Å):
1 C 3.035 -0.479 0.044
2 C 0.417 -0.032 0.701
3 C -1.042 0.443 0.437
4 C -1.756 -0.743 -0.303
5 H 3.292 0.522 0.373
6 H 3.031 -1.147 0.966
7 H 3.634 -0.994 -0.731
8 H 0.878 0.756 1.348
9 H 0.432 -0.978 1.294
10 H -1.534 0.498 1.450
11 H -0.404 1.916 -0.859
12 H -1.278 2.461 0.514
13 H -1.659 -1.635 0.350
14 H -1.291 -0.850 -1.276
15 H -3.857 -1.530 -1.064
16 N -1.155 1.731 -0.195
17 O 1.378 0.792 -1.661
18 S 1.390 -0.413 -0.778
19 S -3.513 -0.321 -0.611